Record 1
{
  "formula": "C34H46ClN5O8OsSb2",
  "method": "wB97M-V/def2-TZVPD",
  "e_homo_ev": [-12.99, -13.00],
  "charge": 2,
  "gap_ev": [5.4, 5.4],
  "species": ["Os", "C", "Sb", "C", "C", "C", "C", "C", "C", "C", "C", "C", "Sb", "C", "C", "H", "H", "H", "H", "H", "H", "H", "H", "H", "H", "H", "H", "H", "H", "H", "H", "H", "H", "H", "H", "C", "N", "C", "C", "C", "N", "C", "C", "O", "H", "H", "H", "H", "H", "H", "H", "H", "H", "H", "H", "H", "Cl", "C", "C", "C", "C", "C", "C", "C", "O", "O", "H", "H", "H", "H", "C", "N", "C", "N", "O", "H", "H", "H", "H", "H", "H", "O", "C", "O", "C", "C", "C", "C", "C", "C", "N", "O", "O", "H", "H", "H", "H"],
  "xyz": [[-0.3075, -0.3146, -0.3244], [1.0374, 2.1857, 3.8701], [-0.3323, 1.7721, 2.3046], [-2.1423, 1.8583, 3.4340], [-0.3329, 3.6931, 1.2683], [-1.7251, 4.1230, 0.9532], [-2.4656, 4.7779, 1.9382], [-3.7925, 5.1147, 1.7437], [-4.4083, 4.7940, 0.5419], [-3.6735, 4.1876, -0.4626], [-2.3303, 3.8594, -0.2878], [-1.5626, 3.3313, -1.4645], [-1.6737, 1.2337, -1.8783], [-3.7237, 0.8404, -2.1927], [-0.8733, 1.2771, -3.8415], [0.6942, 3.1273, 4.3021], [2.0395, 2.2895, 3.4709], [1.0023, 1.4112, 4.6331], [-2.0395, 2.7118, 4.1036], [-2.2476, 0.9421, 4.0117], [-2.9850, 1.9887, 2.7634], [0.3289, 3.5781, 0.4150], [0.1508, 4.3129, 2.0248], [-1.9800, 5.0323, 2.8740], [-4.3417, 5.6323, 2.5180], [-5.4474, 5.0438, 0.3768], [-4.1416, 3.9948, -1.4214], [-0.4980, 3.5541, -1.4185], [-1.9484, 3.7600, -2.3908], [-4.0816, 1.4910, -2.9881], [-4.2809, 1.0281, -1.2768], [-3.8478, -0.2000, -2.4881], [-1.4525, 1.9314, -4.4906], [-0.8734, 0.2685, -4.2493], [0.1523, 1.6388, -3.7793], [3.2553, -1.6947, -0.3556], [2.8493, -2.0572, -1.7050], [3.9226, -2.5267, -2.5839], [3.5217, -2.3769, -4.0360], [2.1808, -3.0480, -4.2395], [1.2066, -2.5293, -3.2772], [-0.1921, -2.6137, -3.6754], [1.5579, -2.1490, -2.0444], [0.6432, -1.8785, -1.1829], [4.0407, -0.9398, -0.4125], [3.6475, -2.5679, 0.1719], [2.4162, -1.2903, 0.1978], [4.1522, -3.5714, -2.3529], [4.8107, -1.9371, -2.3586], [4.2700, -2.8410, -4.6759], [3.4571, -1.3201, -4.3025], [2.2685, -4.1320, -4.1216], [1.7908, -2.8545, -5.2379], [-0.3717, -1.9474, -4.5203], [-0.8343, -2.3328, -2.8480], [-0.4297, -3.6334, -3.9806], [-7.8509, -2.9992, 2.6243], [-6.3287, -2.4099, 2.0886], [-5.5825, -3.1654, 1.1900], [-4.3685, -2.6813, 0.7448], [-3.9038, -1.4447, 1.1932], [-4.6572, -0.7020, 2.1025], [-5.8673, -1.1850, 2.5587], [-2.6454, -0.9051, 0.6843], [-1.8588, -1.6123, -0.0252], [-2.2709, 0.2924, 0.8993], [-5.9612, -4.1180, 0.8482], [-3.7786, -3.2554, 0.0432], [-4.2875, 0.2531, 2.4485], [-6.4595, -0.6267, 3.2695], [2.3821, -1.4599, 3.6556], [1.5185, -2.4808, 3.0784], [0.7296, -2.2671, 2.0168], [0.1095, -3.3182, 1.4590], [0.5680, -1.0892, 1.5882], [2.2770, -1.4535, 4.7387], [2.0954, -0.4916, 3.2552], [3.4257, -1.6462, 3.4011], [1.6337, -3.4264, 3.4045], [0.1949, -4.2472, 1.8315], [-0.4823, -3.1632, 0.6590], [1.9829, 1.5134, 1.2135], [2.1658, 1.3500, 0.0031], [1.2804, 0.8616, -0.7984], [3.4514, 1.7436, -0.6428], [3.7388, 1.3343, -1.9436], [4.9454, 1.6795, -2.5258], [5.8300, 2.4500, -1.7931], [5.5647, 2.8823, -0.5083], [4.3629, 2.5127, 0.0732], [7.1209, 2.8262, -2.4180], [7.4179, 2.2581, -3.4462], [7.7807, 3.6684, -1.8543], [3.0145, 0.7456, -2.4899], [5.2123, 1.3720, -3.5262], [6.2904, 3.4915, 0.0103], [4.1246, 2.8164, 1.0826]],
  "atomic_forces_ev_per_a": [[-1.980, 1.857, 3.652], [-0.004, -0.368, 0.065], [0.581, 0.336, -1.767], [0.006, -0.409, -0.147], [-0.074, -0.510, 0.324], [-0.041, 0.029, -0.141], [0.011, -0.057, -0.001], [-0.028, -0.009, -0.009], [-0.014, -0.011, 0.012], [0.006, 0.017, 0.001], [0.097, 0.049, 0.064], [-0.074, -0.182, 0.083], [0.608, -0.222, -0.876], [0.016, -0.021, 0.137], [-0.096, 0.068, -0.007], [-0.046, -0.012, -0.014], [-0.003, -0.010, -0.026], [0.019, 0.019, 0.028], [0.064, 0.007, -0.020], [-0.036, 0.002, 0.018], [0.021, 0.078, 0.001], [0.023, 0.044, 0.044], [-0.023, 0.213, -0.141], [-0.011, 0.014, 0.012], [-0.002, -0.003, 0.013], [-0.001, 0.018, -0.010], [-0.007, 0.012, -0.009], [0.001, 0.036, -0.032], [0.016, 0.073, 0.029], [-0.025, 0.000, 0.008], [-0.024, 0.011, -0.010], [-0.010, 0.000, -0.004], [0.010, 0.002, -0.012], [-0.008, 0.022, -0.021], [0.006, -0.005, -0.008], [0.046, -0.063, 0.104], [-0.132, -0.078, 0.138], [0.034, 0.033, -0.102], [-0.010, -0.032, 0.037], [0.074, 0.052, -0.057], [-0.114, -0.110, 0.159], [-0.044, -0.031, 0.020], [0.352, 0.379, -0.628], [-0.055, 0.405, 0.143], [-0.018, -0.072, -0.001], [0.001, -0.021, -0.022], [0.062, -0.033, 0.010], [-0.003, 0.015, 0.036], [-0.009, 0.025, 0.005], [0.008, 0.024, -0.009], [-0.002, 0.007, -0.008], [-0.042, -0.001, -0.009], [-0.005, 0.012, 0.013], [0.015, -0.047, -0.013], [-0.019, -0.008, -0.007], [0.009, -0.004, 0.004], [0.008, -0.011, 0.019], [0.017, -0.001, -0.002], [-0.005, -0.004, 0.000], [0.033, -0.009, 0.024], [-0.063, 0.110, -0.011], [0.009, -0.016, -0.033], [-0.007, -0.003, 0.004], [-0.039, -0.391, -0.118], [-0.381, -0.675, 0.057], [0.905, -0.138, -0.674], [-0.007, 0.003, -0.007], [-0.011, 0.007, -0.013], [-0.042, -0.005, -0.008], [-0.013, 0.013, -0.011], [-0.026, 0.013, 0.006], [0.099, -0.068, 0.013], [-0.136, 0.064, 0.055], [0.042, -0.064, -0.018], [0.183, -0.447, -0.272], [-0.003, 0.009, 0.000], [0.013, -0.019, -0.006], [0.002, -0.002, 0.014], [-0.014, 0.006, 0.002], [0.023, -0.005, -0.021], [-0.071, 0.028, 0.074], [0.242, 0.006, 0.018], [-0.196, 0.119, 0.127], [0.267, -0.230, -0.252], [0.033, 0.155, 0.013], [0.003, 0.066, 0.004], [-0.007, -0.038, 0.007], [0.001, 0.007, 0.017], [0.024, 0.021, -0.028], [0.002, -0.052, -0.021], [0.006, 0.012, 0.025], [-0.007, -0.004, -0.033], [0.002, -0.019, 0.008], [-0.012, 0.007, -0.003], [-0.002, 0.013, -0.013], [-0.003, -0.004, 0.005], [0.000, 0.011, 0.003]],
  "lowdin_charge": [1.28, -0.24, 1.67, -0.24, -0.23, -0.29, -0.06, -0.06, -0.06, -0.04, -0.27, -0.26, 1.42, -0.25, -0.27, 0.03, 0.01, 0.02, 0.03, 0.03, 0.00, 0.05, 0.08, 0.12, 0.12, 0.11, 0.12, 0.06, 0.08, 0.03, 0.02, 0.02, 0.03, -0.01, 0.02, 0.00, -0.04, -0.12, -0.13, -0.12, -0.05, 0.00, -0.40, -0.19, 0.10, 0.11, 0.06, 0.14, 0.13, 0.13, 0.12, 0.14, 0.13, 0.09, 0.08, 0.11, 0.75, -0.65, -0.07, 0.00, -0.14, 0.00, -0.07, -0.58, -0.18, -0.22, 0.12, 0.12, 0.10, 0.12, -0.03, 0.05, -0.57, 0.22, -0.20, 0.10, 0.06, 0.10, 0.15, 0.13, 0.09, -0.10, -0.58, -0.26, -0.13, -0.01, 0.02, -0.12, 0.03, 0.02, -0.35, 0.10, 0.11, 0.11, 0.12, 0.13, 0.12]
}



Record 2
{
  "formula": "CH4FN2OTl",
  "method": "wB97M-V/def2-TZVPD",
  "e_homo_ev": -18.05,
  "charge": 2,
  "gap_ev": 2.1,
  "species": ["Tl", "F", "C", "O", "N", "N", "H", "H", "H", "H"],
  "xyz": [[18.8622, 8.9092, -19.7507], [15.6861, 9.6552, -22.2412], [16.7398, 13.2411, -16.3682], [16.9854, 12.1618, -16.9681], [17.6361, 14.0854, -16.0125], [15.6296, 13.6412, -15.9724], [18.6117, 14.1167, -16.2722], [17.1759, 14.7899, -15.4540], [15.3930, 14.5692, -15.6516], [14.8798, 12.9804, -16.1175]],
  "atomic_forces_ev_per_a": [[0.037, -0.168, -0.137], [0.052, 0.069, 0.154], [2.465, -2.724, -2.821], [0.304, -0.223, 0.480], [3.392, 2.743, 0.478], [-7.287, -0.399, 0.712], [0.160, -0.096, 0.047], [1.610, 0.586, 0.635], [-0.030, -0.091, 0.336], [-0.703, 0.303, 0.116]],
  "nbo_charge": [1.00, 0.01, 0.69, -0.31, -0.53, -0.66, 0.46, 0.43, 0.45, 0.45]
}



Record 3
{
  "formula": "C7H10N3",
  "method": "wB97M-V/def2-TZVPD",
  "e_homo_ev": -11.82,
  "charge": 1,
  "gap_ev": 8.3,
  "species": ["C", "C", "C", "C", "C", "C", "C", "N", "N", "N", "H", "H", "H", "H", "H", "H", "H", "H", "H", "H"],
  "xyz": [[3.8332, 1.2125, 0.5958], [1.4986, 0.6428, 0.3412], [0.9517, -0.4536, -0.2855], [-1.8376, 1.0971, -0.1127], [1.7041, -1.4921, -1.1176], [-2.0016, 2.1834, -0.8238], [-2.1813, -0.8251, 1.1644], [-0.3237, -0.6655, -0.2954], [2.7765, 0.7859, 0.3651], [-1.4078, -0.0367, 0.2011], [4.7390, 1.6201, 0.7110], [1.2327, -2.4868, -1.2499], [1.5532, -1.3257, -2.2173], [2.8046, -1.5009, -0.7893], [-1.9031, 3.1337, -0.3092], [0.8276, 1.5097, 0.8417], [-2.5811, 2.2539, -1.8382], [-2.0472, -1.9368, 0.7974], [-1.6222, -0.7216, 2.2092], [-3.2739, -0.4618, 1.3380]],
  "atomic_forces_ev_per_a": [[-3.620, -1.948, -0.730], [-3.159, 1.877, 1.101], [-1.482, -0.488, -0.703], [0.705, 1.052, -1.960], [1.015, 0.138, -0.608], [-1.879, 0.129, -0.740], [0.128, -2.065, 2.359], [-1.027, -2.500, -1.355], [3.469, 2.000, 1.039], [-0.244, 1.023, 1.315], [3.020, 1.191, 0.282], [0.233, 0.290, 1.673], [0.800, 1.152, 0.804], [-1.676, -0.368, -0.907], [0.330, 0.073, -0.118], [1.864, -2.297, -1.229], [1.303, -0.584, 1.959], [-0.694, 2.280, 0.859], [-1.160, -0.327, -2.225], [2.075, -0.629, -0.815]],
  "nbo_charge": [0.27, -0.29, 0.30, 0.36, -0.67, -0.42, -0.45, -0.37, -0.18, -0.13, 0.25, 0.27, 0.27, 0.23, 0.26, 0.24, 0.29, 0.27, 0.24, 0.26]
}



| no. | maximum force (eV/Å) |
| --- | --- |
| 1 | 4.6 |
| 2 | 7.3 |
| 3 | 4.2 |